No. 1
{
  "formula": "C20H51NO11P2",
  "method": "the ωB97M-V functional and the def2-TZVPD basis",
  "spin_multiplicity": 1,
  "gap_ev": 8.3,
  "lumo_energy_ev": 0.50,
  "smiles": "CP(C)[C@@H](OC=O)P(N)O.COCCOC.COCCOC.COCCOC.COCCOC",
  "species": ["C", "P", "C", "C", "O", "C", "O", "P", "N", "O", "H", "H", "H", "H", "H", "H", "H", "H", "H", "H", "H", "C", "O", "C", "C", "O", "C", "H", "H", "H", "H", "H", "H", "H", "H", "H", "H", "C", "O", "C", "C", "O", "C", "H", "H", "H", "H", "H", "H", "H", "H", "H", "H", "C", "O", "C", "C", "O", "C", "H", "H", "H", "H", "H", "H", "H", "H", "H", "H", "C", "O", "C", "C", "O", "C", "H", "H", "H", "H", "H", "H", "H", "H", "H", "H"],
  "coordinates": [[-3.70, 1.89, -5.13], [-2.38, 1.16, -6.19], [-3.07, -0.04, -7.42], [-0.97, 0.42, -5.21], [0.22, 1.19, -5.44], [0.45, 2.18, -4.53], [1.35, 2.18, -3.82], [-1.26, 0.01, -3.41], [-2.55, -1.15, -3.47], [-1.95, 1.31, -2.61], [-3.32, 2.83, -4.76], [-4.05, 1.29, -4.30], [-4.51, 2.16, -5.80], [-4.02, 0.36, -7.74], [-2.42, -0.01, -8.28], [-3.23, -1.05, -7.07], [-0.75, -0.54, -5.67], [-0.26, 3.02, -4.59], [-3.24, -0.93, -2.76], [-2.97, -1.20, -4.39], [-1.91, 2.15, -3.09], [-2.89, 0.92, 3.23], [-3.78, -0.18, 3.21], [-4.97, 0.08, 2.48], [-4.89, -0.45, 1.07], [-3.88, 0.19, 0.32], [-2.66, -0.54, 0.28], [-1.90, 0.55, 3.50], [-2.82, 1.42, 2.26], [-3.21, 1.65, 3.99], [-5.19, 1.16, 2.48], [-5.79, -0.42, 3.01], [-5.84, -0.25, 0.57], [-4.74, -1.54, 1.08], [-2.73, -1.34, -0.47], [-2.42, -0.98, 1.25], [-1.86, 0.14, 0.00], [1.75, -0.62, 2.08], [1.11, 0.49, 2.70], [1.91, 1.10, 3.71], [2.62, 2.33, 3.19], [3.56, 2.02, 2.17], [3.05, 2.23, 0.86], [1.23, -0.81, 1.14], [2.80, -0.41, 1.86], [1.67, -1.50, 2.71], [2.63, 0.38, 4.12], [1.24, 1.39, 4.52], [3.19, 2.77, 4.02], [1.90, 3.08, 2.85], [3.09, 3.30, 0.61], [2.02, 1.88, 0.76], [3.67, 1.68, 0.17], [-0.19, -3.30, -4.83], [1.01, -2.91, -5.49], [2.11, -3.75, -5.20], [2.35, -4.78, -6.28], [1.27, -5.69, -6.40], [0.36, -5.35, -7.44], [-1.02, -2.82, -5.35], [-0.34, -4.38, -4.86], [-0.17, -2.96, -3.79], [1.97, -4.23, -4.22], [2.99, -3.10, -5.13], [3.23, -5.37, -6.01], [2.55, -4.29, -7.24], [0.77, -5.68, -8.41], [0.16, -4.28, -7.48], [-0.57, -5.88, -7.26], [3.98, 2.88, 9.97], [3.07, 1.79, 9.92], [1.90, 2.06, 9.17], [1.97, 1.53, 7.76], [2.99, 2.16, 7.00], [4.19, 1.40, 6.95], [4.95, 2.49, 10.26], [4.07, 3.38, 9.00], [3.64, 3.61, 10.71], [1.69, 3.14, 9.17], [1.07, 1.57, 9.69], [1.02, 1.74, 7.26], [2.11, 0.44, 7.76], [4.11, 0.61, 6.20], [4.44, 0.97, 7.92], [5.00, 2.08, 6.65]],
  "mulliken_charge": [-0.995, 0.022, -1.013, 0.154, -0.302, 0.002, -0.375, 0.496, -0.557, -0.462, 0.307, 0.293, 0.400, 0.354, 0.339, 0.343, -0.197, 0.467, 0.308, 0.210, 0.262, -0.632, -0.394, -0.515, -0.533, -0.314, -0.912, 0.164, 0.279, 0.354, 0.308, 0.391, 0.377, 0.335, 0.307, 0.508, 0.223, -0.834, -0.202, -0.140, -0.505, -0.409, -0.666, 0.199, 0.384, 0.319, 0.302, 0.056, 0.340, 0.315, 0.331, 0.251, 0.245, -0.728, -0.251, -0.602, -0.488, -0.383, -0.695, 0.089, 0.490, 0.306, 0.358, 0.366, 0.371, 0.319, 0.323, 0.265, 0.251, -0.684, -0.376, -0.691, -0.354, -0.308, -0.902, 0.248, 0.278, 0.327, 0.349, 0.392, 0.341, 0.370, 0.302, 0.471, 0.255]
}

No. 2
{
  "formula": "C20H51O16S5",
  "method": "the ωB97M-V functional and the def2-TZVPD basis",
  "total_charge": -1,
  "spin_multiplicity": 1,
  "gap_ev": 3.5,
  "lumo_energy_ev": 2.01,
  "species": ["C", "C", "C", "C", "C", "O", "H", "H", "H", "H", "H", "H", "H", "H", "H", "H", "H", "O", "S", "O", "O", "C", "C", "C", "H", "H", "H", "H", "H", "H", "H", "H", "O", "S", "O", "O", "C", "C", "C", "H", "H", "H", "H", "H", "H", "H", "H", "O", "S", "O", "O", "C", "C", "C", "H", "H", "H", "H", "H", "H", "H", "H", "O", "S", "O", "O", "C", "C", "C", "H", "H", "H", "H", "H", "H", "H", "H", "O", "S", "O", "O", "C", "C", "C", "H", "H", "H", "H", "H", "H", "H", "H"],
  "coordinates": [[-1.51, -1.13, 6.16], [-1.92, -1.17, 4.67], [-1.14, -2.12, 3.70], [-0.63, -3.38, 4.43], [-0.06, -1.41, 2.89], [-0.28, -1.75, 1.45], [-2.38, -1.07, 6.82], [-0.88, -0.27, 6.38], [-0.95, -2.02, 6.45], [-2.99, -1.39, 4.61], [-1.81, -0.16, 4.27], [-1.88, -2.50, 2.97], [-1.37, -3.85, 5.09], [-0.32, -4.11, 3.68], [0.26, -3.13, 5.02], [-0.28, -0.34, 2.94], [0.58, -2.02, 1.14], [-2.01, -3.25, -3.74], [-2.72, -2.01, -3.64], [-1.96, -0.82, -3.43], [-3.86, -2.14, -2.57], [-3.46, -2.54, -1.20], [-2.71, -1.46, -0.47], [-3.73, -1.80, -5.07], [-2.87, -3.45, -1.28], [-4.41, -2.78, -0.74], [-1.73, -1.30, -0.91], [-2.53, -1.74, 0.57], [-3.26, -0.51, -0.50], [-4.31, -2.70, -5.22], [-3.06, -1.61, -5.90], [-4.37, -0.93, -4.90], [1.78, 3.14, 0.60], [2.06, 1.98, -0.20], [2.34, 2.20, -1.59], [0.92, 0.92, -0.03], [-0.46, 1.37, 0.11], [-1.05, 1.86, -1.19], [3.35, 1.04, 0.52], [-0.48, 2.14, 0.88], [-0.95, 0.49, 0.51], [-0.58, 2.79, -1.51], [-2.11, 2.05, -1.03], [-0.95, 1.13, -1.99], [3.10, 0.87, 1.57], [4.27, 1.62, 0.42], [3.43, 0.10, -0.02], [0.30, -2.48, -8.16], [-0.12, -1.38, -7.34], [-1.46, -0.90, -7.49], [0.90, -0.18, -7.56], [1.22, 0.17, -8.93], [0.14, 0.99, -9.59], [0.20, -1.67, -5.65], [1.43, -0.75, -9.48], [2.15, 0.73, -8.84], [-0.77, 0.41, -9.74], [0.50, 1.34, -10.57], [-0.11, 1.86, -8.98], [1.22, -2.04, -5.54], [-0.51, -2.43, -5.33], [0.04, -0.75, -5.09], [5.63, 1.78, 3.62], [6.84, 1.84, 2.86], [6.84, 1.35, 1.52], [7.99, 1.13, 3.69], [7.67, -0.18, 4.25], [7.72, -1.28, 3.22], [7.49, 3.47, 2.89], [6.70, -0.11, 4.73], [8.43, -0.31, 5.02], [6.93, -1.18, 2.49], [7.61, -2.24, 3.73], [8.68, -1.28, 2.70], [7.52, 3.82, 3.92], [6.82, 4.07, 2.29], [8.49, 3.45, 2.45], [-4.82, 0.09, 2.70], [-4.86, 1.23, 1.85], [-3.87, 1.39, 0.83], [-4.91, 2.54, 2.74], [-3.96, 2.58, 3.85], [-2.54, 2.83, 3.41], [-6.45, 1.37, 1.12], [-4.05, 1.64, 4.40], [-4.34, 3.39, 4.48], [-2.14, 1.99, 2.85], [-1.92, 2.98, 4.29], [-2.48, 3.72, 2.78], [-7.21, 1.28, 1.90], [-6.53, 0.55, 0.41], [-6.52, 2.33, 0.61]],
  "mulliken_charge": [-1.301, 0.564, 1.597, -2.036, -0.905, -0.331, 0.326, 0.319, 0.317, 0.233, -0.570, -0.380, 0.338, 0.533, 0.360, -0.204, 0.212, -0.717, 1.164, -0.451, -0.258, -0.887, -0.187, -0.694, 0.383, 0.303, 0.271, 0.168, 0.184, 0.345, 0.097, 0.301, -0.685, 1.190, -0.662, -0.147, 0.046, -1.120, -0.951, 0.528, -0.211, 0.479, 0.294, 0.197, 0.343, 0.349, 0.341, -0.704, 1.308, -0.682, -0.251, -0.421, -0.951, -0.766, 0.356, 0.265, 0.283, 0.380, 0.260, 0.419, 0.169, 0.295, -0.644, 1.310, -0.594, -0.323, -0.365, -0.945, -0.990, 0.362, 0.272, 0.281, 0.380, 0.260, 0.310, 0.370, 0.321, -0.659, 1.251, -0.471, -0.315, -0.450, -0.547, -1.117, 0.362, 0.269, -0.181, 0.454, 0.310, 0.356, 0.357, 0.334]
}